1.
The following is a quantum chemistry calculation of C4H20NO6V as an isolated structure at a distorted geometry, from the OMol25 dataset.

Summary:
energy relative to the best compared isomer or geometry (same formula, charge and spin)	1.9179	eV
electronic energy	-1614.323834	Ha
charge	+1
multiplicity	4
E_HOMO (alpha / beta)	-12.4 / -12.4	eV
expectation value of S²	3.76
Kohn-Sham gap (alpha / beta)	0.277 / 0.268	hartree
lowest unoccupied orbital energy (alpha / beta)	-4.8 / -5.1	eV

XYZ file:
```
32
Properties=species:S:1:pos:R:3:mulliken_spin:R:1
V -2.73874 -2.18161 0.37912 3.029
O -1.35239 -0.75954 1.07906 -0.067
H -0.43399 -0.86926 0.76436 0.019
C 1.18730 0.82857 -3.09112 0.000
C 0.91910 0.19997 -1.70399 0.000
C 1.73104 0.89933 -0.62600 -0.001
O 3.08330 0.50047 -0.72852 0.000
C 4.01632 1.09783 0.19894 0.000
N -0.48256 0.38898 -1.40881 0.001
H 0.69251 0.23018 -3.85611 0.000
H 2.19806 0.87959 -3.49593 0.000
H 0.64829 1.77193 -3.17846 0.000
H 1.04819 -0.87849 -1.61251 0.001
H 1.37820 0.75398 0.39501 -0.001
H 1.67869 1.96351 -0.85599 0.000
H 3.59286 1.02923 1.20099 0.000
H 4.32907 2.12744 0.02516 0.000
H 4.93697 0.51507 0.22885 0.000
H -0.74424 1.36395 -1.44122 0.000
H -0.60764 0.30198 -0.41037 0.000
O -2.05006 1.80967 1.45691 0.000
H -1.74929 1.87455 2.36330 0.000
H -1.71932 0.96396 1.15425 0.011
O -3.19099 -2.76055 2.48368 -0.001
H -3.60453 -3.46984 2.97574 0.000
H -2.72326 -2.25057 3.14504 0.001
O -2.06072 -1.77367 -1.70607 0.001
H -1.50299 -0.99888 -1.77572 0.000
H -2.13349 -2.09846 -2.60354 0.001
O -1.51570 -0.78097 3.79558 0.000
H -1.42547 -0.82482 2.84366 0.006
H -1.40451 0.14647 4.00472 0.000
```

2.
The following is a quantum chemistry calculation of C4H6O2 as an isolated structure at a distorted geometry, from the OMol25 dataset.

Summary:
energy relative to the best compared isomer or geometry (same formula, charge and spin)	2.9059	eV
electronic energy	-306.399507	Ha
multiplicity	1
E_HOMO	-9.2	eV
Kohn-Sham gap	0.366	hartree
lowest unoccupied orbital energy	0.8	eV

XYZ file:
```
12
Properties=species:S:1:pos:R:3:mulliken_charge:R:1
O -1.14157 1.14907 -0.47741 -0.524
C 0.18716 0.34137 -0.71445 -0.030
C 0.76683 0.67880 0.61869 -0.535
C -0.09743 -0.38512 1.16222 0.463
O -0.19661 -0.88785 2.22483 -0.478
C -0.15484 -1.06934 -0.52598 -0.786
H -1.73043 0.67847 -1.08287 0.292
H 0.61732 0.73588 -1.61559 0.428
H 0.46504 1.63013 1.05436 0.282
H 1.81745 0.50659 0.83664 0.296
H 0.53003 -1.90864 -0.49850 0.303
H -1.06294 -1.46936 -0.98194 0.289
```

3.
The following is a quantum chemistry calculation of C41H42CaN2O2PSi2 as an isolated structure, from the OMol25 dataset.

Summary:
energy relative to the best compared isomer or geometry (same formula, charge and spin)	0.0000	eV
electronic energy	-3445.800527	Ha
charge	-1
multiplicity	1
E_HOMO	-4.2	eV
Kohn-Sham gap	0.248	hartree
lowest unoccupied orbital energy	2.5	eV

XYZ file:
```
91
Properties=species:S:1:pos:R:3:mulliken_charge:R:1
Ca -1.12576 0.19457 0.65905 0.840
C 2.70267 -0.17077 -0.59218 -0.462
C 2.50569 0.49729 0.73529 0.075
C 3.56610 1.03283 1.44666 -1.128
C 3.29217 1.59404 2.69886 -0.860
C 2.00983 1.62281 3.18341 -0.342
C 0.94766 1.09024 2.39710 0.454
N 1.25302 0.52119 1.19313 1.486
N -0.35110 1.11508 2.70426 -0.075
Si -1.11275 1.83104 4.05977 -0.442
C -0.80020 3.68735 4.17309 -0.983
C -0.60736 1.04687 5.69570 -1.042
C -2.95311 1.56445 3.83788 -0.964
H 1.98654 0.21992 -1.32072 -0.310
H 2.50781 -1.24321 -0.51683 -0.044
H 3.71614 -0.02918 -0.96680 0.485
H 4.56981 1.00260 1.04676 0.447
H 4.10114 2.00593 3.29250 0.411
H 1.79053 2.05309 4.15055 0.363
H 0.26172 3.91533 4.29258 0.316
H -1.33310 4.12460 5.02150 0.382
H -1.13996 4.18947 3.26413 0.257
H 0.45106 1.18543 5.92255 0.309
H -0.80174 -0.02769 5.67177 0.284
H -1.18651 1.47626 6.51844 0.344
H -3.30148 1.96731 2.88357 0.244
H -3.52782 2.04032 4.63596 0.332
H -3.18665 0.49660 3.85088 0.266
O -4.15566 2.53856 -1.53342 -0.757
C -3.12583 2.32203 -0.90318 0.210
O -2.87427 1.31486 -0.16793 -0.811
C -1.98098 3.33749 -1.00226 -0.896
P -0.38841 2.47636 -1.29717 1.936
C 0.83266 3.82161 -1.08789 -0.243
C 1.09440 4.80838 -2.03542 -0.495
C 2.01672 5.80755 -1.76987 -0.693
C 2.68609 5.83547 -0.55247 -0.541
C 2.42977 4.86035 0.39982 -0.532
C 1.51103 3.85650 0.13025 -0.219
C -0.38955 2.19557 -3.10569 0.204
C 0.82875 1.99890 -3.75856 -0.453
C 0.86939 1.73014 -5.11495 -0.847
C -0.31136 1.63051 -5.84045 -0.396
C -1.52744 1.80673 -5.19867 -0.764
C -1.57046 2.09612 -3.84028 -0.660
H -1.86211 3.80345 -0.01915 0.589
H -2.18776 4.12172 -1.73121 0.414
H 0.57913 4.78773 -2.98878 0.442
H 2.21559 6.56880 -2.51425 0.410
H 3.40842 6.61647 -0.34928 0.369
H 2.95240 4.86939 1.34807 0.450
H 1.32124 3.08782 0.86913 0.220
H 1.75277 2.05495 -3.19232 0.417
H 1.82139 1.58051 -5.60966 0.388
H -0.28142 1.41013 -6.90028 0.353
H -2.45270 1.72425 -5.75488 0.396
H -2.53017 2.23024 -3.35506 0.294
C -4.22786 -6.12554 -0.18818 -0.400
C -3.48821 -5.72126 -1.28949 -0.741
C -2.51192 -4.74080 -1.15634 0.153
C -2.25304 -4.12694 0.07008 0.070
C -3.02170 -4.54479 1.16221 -0.440
C -3.98715 -5.53242 1.04566 -0.526
Si -0.91747 -2.78431 0.34840 0.086
C -0.22715 -2.48507 -1.42397 0.639
C 0.90741 -3.09735 -1.96546 -0.527
C 1.39615 -2.74209 -3.21595 -0.668
C 0.75859 -1.76353 -3.96760 -0.532
C -0.37946 -1.14976 -3.46745 -0.595
C -0.85157 -1.50729 -2.21013 -0.840
C 0.49866 -3.79499 1.14368 -0.311
C 0.54351 -5.18842 1.17420 -0.291
C 1.63294 -5.87063 1.70438 -0.687
C 2.71496 -5.16944 2.21658 -0.451
C 2.69075 -3.77915 2.20465 -0.745
C 1.59207 -3.11011 1.68524 -0.217
H -4.98887 -6.89012 -0.28853 0.354
H -3.66668 -6.17544 -2.25769 0.369
H -1.93566 -4.45124 -2.02889 0.319
H -2.85613 -4.08327 2.13193 0.326
H -4.56040 -5.83686 1.91387 0.377
H 1.42616 -3.85636 -1.38975 0.461
H 2.28289 -3.22861 -3.60771 0.341
H 1.14676 -1.48069 -4.93967 0.373
H -0.89310 -0.38951 -4.04301 0.590
H -1.75852 -1.01998 -1.84837 0.844
H -0.28814 -5.75664 0.77028 0.291
H 1.63591 -6.95502 1.71532 0.382
H 3.56523 -5.69925 2.62932 0.344
H 3.52404 -3.21492 2.60776 0.436
H 1.58099 -2.02462 1.70156 0.783
```

4.
The following is a quantum chemistry calculation of C24H46BrClIrN7O2PS as an isolated structure at a distorted geometry, from the OMol25 dataset.

Summary:
energy relative to the best compared isomer or geometry (same formula, charge and spin)	0.3027	eV
electronic energy	-5353.483727	Ha
charge	+2
multiplicity	2
E_HOMO (alpha / beta)	-13.7 / -13.9	eV
expectation value of S²	0.77
Kohn-Sham gap (alpha / beta)	0.293 / 0.226	hartree
lowest unoccupied orbital energy (alpha / beta)	-5.7 / -7.7	eV

XYZ file:
```
84
Properties=species:S:1:pos:R:3:mulliken_spin:R:1
Ir 0.21896 -0.28300 0.11723 0.029
C -2.50104 0.76893 7.25201 0.032
C -3.46623 0.01424 6.31656 0.052
C -4.02900 -1.19412 7.06572 0.007
C -4.63163 0.94399 5.92883 0.030
C -2.72001 -0.37492 5.05998 0.045
C -2.13034 0.64600 4.26640 0.080
C -1.48838 0.31052 3.12686 0.065
Br -0.68914 1.64300 2.07412 0.013
C -1.36717 -1.04544 2.64948 0.259
O -0.77997 -1.32637 1.55683 0.266
C -1.94537 -2.09326 3.47449 0.043
C -2.58111 -1.69911 4.63472 -0.011
C -1.91514 -3.59660 3.16124 0.045
C -1.25703 -3.99180 1.83638 -0.011
C -3.37015 -4.10244 3.11867 0.022
C -1.14954 -4.29674 4.29901 0.021
H -3.02418 1.02256 8.17402 0.002
H -2.13646 1.69704 6.80968 -0.001
H -1.64072 0.14828 7.50851 0.000
H -4.55838 -0.84773 7.95233 0.000
H -3.23699 -1.86772 7.39857 -0.001
H -4.74098 -1.75414 6.45626 0.000
H -5.16007 1.24851 6.83240 0.003
H -5.34100 0.42996 5.27733 0.000
H -4.28815 1.84755 5.42264 -0.001
H -2.18402 1.68036 4.57574 0.003
H -3.00406 -2.47315 5.25583 -0.001
H -1.78325 -3.55695 0.98731 0.004
H -1.30839 -5.07639 1.74340 -0.001
H -0.20920 -3.69723 1.78802 0.004
H -3.94807 -3.56131 2.36633 -0.003
H -3.87574 -3.99552 4.07781 0.001
H -3.37620 -5.16051 2.85581 0.000
H -0.12988 -3.91457 4.37614 -0.003
H -1.09699 -5.36629 4.09354 0.001
H -1.63774 -4.16498 5.26454 0.001
C 4.32848 0.33596 -3.19374 0.000
C 4.22996 0.08964 -1.73720 0.000
N 5.21051 -0.11438 -0.92170 0.000
N 4.62790 -0.32660 0.30207 0.001
C 3.30752 -0.25414 0.25537 -0.005
S 2.14222 -0.44664 1.46760 0.010
N 3.03488 0.02554 -1.02472 0.001
N 1.72017 0.15493 -1.46983 -0.003
H 5.38086 0.39196 -3.45852 0.000
H 3.84426 1.27251 -3.47380 0.000
H 3.86978 -0.47897 -3.75655 0.000
H 5.20536 -0.51131 1.10835 0.000
H 1.53410 -0.62363 -2.10802 0.000
H 1.57128 1.04206 -1.94775 0.000
C -4.86464 1.64638 -0.73099 0.000
N -3.51887 1.12691 -0.48221 0.002
C -3.51525 -0.22848 0.05189 0.000
P -2.26760 1.76572 -1.33505 0.001
O -0.97354 0.97805 -1.12921 0.005
N -2.54851 1.79730 -2.94943 0.000
C -2.11758 0.70237 -3.81604 0.000
C -3.34526 2.81586 -3.63131 0.000
N -2.22662 3.34507 -0.91672 0.001
C -2.75805 3.91053 0.32035 0.001
C -1.20827 4.18588 -1.55232 0.000
H -5.43301 1.64483 0.20084 0.000
H -5.39961 1.02951 -1.45838 0.000
H -4.82410 2.66798 -1.10256 0.000
H -3.87265 -0.22563 1.08632 0.001
H -2.51393 -0.64387 0.03649 -0.003
H -4.17198 -0.88119 -0.53030 0.000
H -1.77233 -0.14003 -3.22337 0.000
H -1.30429 1.02036 -4.47464 0.000
H -2.94784 0.37267 -4.44179 0.000
H -3.60031 3.62225 -2.95041 0.000
H -4.26515 2.38293 -4.02953 0.000
H -2.78133 3.23566 -4.46747 0.000
H -3.37360 3.18403 0.84157 -0.001
H -3.35863 4.79287 0.09145 0.000
H -1.94699 4.21703 0.98572 0.000
H -0.82497 3.70218 -2.44881 0.000
H -0.37661 4.37202 -0.86761 0.000
H -1.63900 5.14715 -1.83603 0.000
Cl 1.21321 -2.77938 -1.67484 0.000
C -0.20174 -1.84978 -1.07017 0.000
H -0.79749 -2.55527 -0.50224 -0.001
H -0.73153 -1.46930 -1.94242 -0.001
```

5.
The following is a quantum chemistry calculation of C3H7AsBF6INO as an isolated structure at a distorted geometry, from the OMol25 dataset.

Summary:
electronic energy	-3406.299308	Ha
charge	-1
multiplicity	1
E_HOMO	-7.1	eV
Kohn-Sham gap	0.344	hartree
lowest unoccupied orbital energy	2.3	eV

XYZ file:
```
21
Properties=species:S:1:pos:R:3:mulliken_charge:R:1
N 0.98290 0.97811 0.36313 -0.362
C 0.11445 2.04123 0.29681 0.575
O 0.12126 2.94925 1.12324 -0.640
C -0.84164 2.09279 -0.87403 -0.527
C -1.82759 0.89413 -0.87107 -0.405
B -2.94504 1.12511 0.19626 0.114
I -3.76427 -0.56920 1.20428 -0.063
H 0.59877 0.08502 0.08028 0.243
H 1.27786 0.87292 1.32504 0.234
H -1.38980 3.02127 -0.76529 0.250
H -0.31533 2.13894 -1.82297 0.386
H -2.27313 0.77482 -1.85654 0.280
H -1.28540 -0.02058 -0.65441 0.002
H -3.32323 2.22890 0.41322 -0.059
F 0.97272 -1.85087 -0.75996 -0.537
As 2.13449 -2.66914 0.26224 1.985
F 0.85094 -3.62198 0.92817 -0.487
F 1.85195 -1.45853 1.48581 -0.514
F 3.27295 -3.45839 1.29928 -0.502
F 3.39677 -1.69411 -0.40620 -0.478
F 2.39038 -3.85970 -0.96731 -0.495
```

6.
The following is a quantum chemistry calculation of a 3-piece molecular cluster, C5H13NOS overall at a distorted geometry, from the OMol25 dataset.

Summary:
energy relative to the best compared isomer or geometry (same formula, charge and spin)	7.4432	eV
electronic energy	-726.227568	Ha
multiplicity	1
E_HOMO	-8.2	eV
Kohn-Sham gap	0.173	hartree
lowest unoccupied orbital energy	-3.5	eV

XYZ file:
```
21
Properties=species:S:1:pos:R:3:mulliken_charge:R:1
C -1.55772 -2.03963 -0.09506 -0.941
N -0.80091 -0.90270 -0.56522 -0.430
C 0.00007 -0.43923 0.39816 -0.012
C 1.04651 0.46553 -0.12626 -0.588
C 1.55456 -0.98284 0.20655 -1.128
S 4.09684 0.19087 -0.34566 -0.341
C -1.79183 2.35817 0.21372 -0.555
O -1.92297 1.40745 -0.80238 -0.571
H -2.33134 -2.33419 -0.81362 0.345
H -0.93582 -2.91917 0.07196 0.353
H -2.27386 -1.86435 0.72263 0.341
H -1.45592 0.55821 -0.63707 0.540
H -0.25418 -0.35717 1.45156 0.407
H 0.92344 0.64154 -1.18609 0.254
H 1.67870 1.11541 0.46418 0.536
H 2.34826 -0.93172 0.95280 0.643
H 1.69280 -1.46927 -0.74387 0.356
H 5.23264 -0.44732 -0.63842 0.096
H -2.63695 2.31214 0.90442 0.243
H -0.86098 2.27901 0.79085 0.207
H -1.75135 3.35924 -0.22316 0.246
```

Question: Number 3 is which compound?
Answer: C41H42CaN2O2PSi2

Question: The highest multiplicity belongs to which entry?
Answer: C4H20NO6V

Question: What is the electronic energy in the sixth record?
Answer: -726.227568 Ha

Repeat the second record exactly.
The following is a quantum chemistry calculation of C4H6O2 as an isolated structure at a distorted geometry, from the OMol25 dataset.

Summary:
energy relative to the best compared isomer or geometry (same formula, charge and spin)	2.9059	eV
electronic energy	-306.399507	Ha
multiplicity	1
E_HOMO	-9.2	eV
Kohn-Sham gap	0.366	hartree
lowest unoccupied orbital energy	0.8	eV

XYZ file:
```
12
Properties=species:S:1:pos:R:3:mulliken_charge:R:1
O -1.14157 1.14907 -0.47741 -0.524
C 0.18716 0.34137 -0.71445 -0.030
C 0.76683 0.67880 0.61869 -0.535
C -0.09743 -0.38512 1.16222 0.463
O -0.19661 -0.88785 2.22483 -0.478
C -0.15484 -1.06934 -0.52598 -0.786
H -1.73043 0.67847 -1.08287 0.292
H 0.61732 0.73588 -1.61559 0.428
H 0.46504 1.63013 1.05436 0.282
H 1.81745 0.50659 0.83664 0.296
H 0.53003 -1.90864 -0.49850 0.303
H -1.06294 -1.46936 -0.98194 0.289
```